P.
114
Properties=species:S:1:pos:R:3 method="wB97M-V/def2-TZVPD" gap_ev=2.11 homo_ev=-14.826 total_charge=+3
Bi -17.680 -16.926 6.347
N -17.877 -18.010 8.821
C -18.697 -19.264 9.159
C -19.880 -19.533 8.185
C -19.450 -18.871 6.932
O -18.612 -19.419 6.175
O -19.647 -17.590 6.806
H -16.978 -18.161 9.219
H -18.305 -17.263 9.354
H -19.068 -19.218 10.166
H -18.046 -20.110 9.117
H -20.761 -19.099 8.629
H -20.062 -20.591 8.052
O -22.078 -19.453 2.869
N -22.320 -20.085 3.692
C -16.341 -13.263 8.810
Te -16.596 -14.014 6.820
C -18.213 -12.611 6.700
C -17.906 -11.562 7.771
C -18.399 -10.240 7.719
C -18.025 -9.306 8.649
C -17.184 -9.662 9.678
C -16.695 -10.993 9.778
C -16.991 -11.914 8.795
H -15.245 -13.215 8.922
H -16.706 -13.923 9.562
H -19.194 -13.116 6.823
H -18.190 -12.247 5.686
H -19.143 -9.955 6.949
H -18.344 -8.256 8.596
H -16.871 -8.884 10.318
H -16.088 -11.182 10.654
C -16.752 -10.907 2.894
C -17.083 -11.515 1.475
C -15.973 -11.002 0.520
C -17.083 -13.047 1.559
Si -18.794 -11.205 0.805
Br -19.179 -15.631 4.537
C -19.159 -11.918 -0.858
C -20.543 -12.614 -0.656
C -19.385 -10.670 -1.748
C -18.162 -12.863 -1.502
C -20.014 -10.146 1.748
C -19.888 -10.372 3.267
C -19.349 -8.819 1.429
C -21.478 -10.287 1.370
H -15.712 -11.174 3.100
H -17.399 -11.279 3.616
H -16.739 -9.812 2.962
H -15.069 -11.673 0.549
H -15.802 -9.966 0.830
H -16.293 -11.008 -0.521
H -16.173 -13.381 2.057
H -17.168 -13.501 0.600
H -17.879 -13.418 2.246
H -21.392 -11.939 -0.615
H -20.616 -13.197 0.297
H -20.723 -13.299 -1.482
H -19.958 -9.941 -1.176
H -19.999 -10.848 -2.576
H -18.494 -10.193 -2.152
H -18.054 -13.870 -1.038
H -17.139 -12.487 -1.617
H -18.498 -13.036 -2.514
H -18.889 -10.155 3.563
H -20.106 -11.456 3.498
H -20.628 -9.703 3.795
H -18.273 -8.938 1.299
H -19.381 -8.075 2.201
H -19.724 -8.373 0.488
H -21.909 -11.236 1.726
H -21.701 -10.111 0.317
H -22.075 -9.520 1.872
C -12.803 -17.067 6.191
C -13.151 -18.203 5.253
C -11.893 -19.112 5.055
C -14.304 -19.017 5.938
Si -13.644 -17.673 3.506
Br -15.928 -16.971 3.827
C -13.794 -19.026 2.263
C -14.736 -18.575 1.142
C -12.391 -19.264 1.652
C -14.386 -20.285 2.883
C -12.810 -16.010 2.875
C -13.210 -14.811 3.819
C -11.261 -16.207 3.004
C -13.061 -15.609 1.430
H -12.486 -17.467 7.188
H -13.619 -16.341 6.355
H -11.936 -16.478 5.880
H -11.408 -19.243 6.023
H -11.173 -18.696 4.395
H -12.211 -20.032 4.654
H -13.831 -19.562 6.765
H -14.784 -19.760 5.337
H -15.021 -18.341 6.404
H -14.625 -17.559 0.804
H -15.776 -18.675 1.368
H -14.578 -19.149 0.241
H -11.947 -18.369 1.211
H -12.510 -20.095 0.942
H -11.710 -19.619 2.405
H -15.381 -20.137 3.318
H -13.753 -20.794 3.640
H -14.547 -21.035 2.022
H -12.627 -14.877 4.754
H -14.303 -14.796 3.988
H -12.784 -13.887 3.384
H -10.856 -16.237 4.042
H -10.826 -15.336 2.527
H -10.926 -17.122 2.466
H -14.127 -15.391 1.251
H -12.755 -16.350 0.665
H -12.543 -14.668 1.250

=====

Q.
114
Properties=species:S:1:pos:R:3 method="wB97M-V/def2-TZVPD" gap_ev="7.70 / 4.83" homo_ev="-15.591 / -15.023" total_charge=+3
Bi -0.399 3.550 -0.903
N -0.425 5.768 -0.100
C -0.293 5.969 1.363
C -1.158 5.035 2.143
C -0.473 3.670 2.233
O 0.004 3.229 3.239
O -0.433 2.944 1.072
H 0.342 6.243 -0.543
H -1.347 6.134 -0.430
H -0.577 7.010 1.534
H 0.798 5.848 1.523
H -2.118 4.930 1.680
H -1.317 5.421 3.191
O -4.008 4.169 -4.159
N -3.325 4.730 -3.418
C 2.651 -1.760 -7.163
Te 2.600 -0.520 -5.478
C 0.700 -1.284 -5.014
C 0.302 -2.030 -6.260
C -1.052 -2.481 -6.304
C -1.448 -3.127 -7.422
C -0.584 -3.253 -8.512
C 0.753 -2.772 -8.465
C 1.225 -2.187 -7.318
H 3.333 -2.546 -6.929
H 3.128 -1.162 -7.942
H 0.088 -0.349 -4.876
H 0.774 -1.797 -4.054
H -1.671 -2.331 -5.471
H -2.458 -3.515 -7.522
H -0.951 -3.688 -9.409
H 1.371 -2.916 -9.364
C -5.325 0.469 -1.969
C -3.879 0.879 -1.689
C -3.233 1.067 -3.056
C -3.887 2.284 -0.972
Si -2.962 -0.488 -0.631
Br -0.648 0.293 -1.024
C -3.336 -0.328 1.255
C -2.990 -1.592 2.038
C -2.595 0.809 1.947
C -4.856 -0.108 1.375
C -3.005 -2.270 -1.378
C -1.782 -3.112 -0.809
C -2.917 -2.292 -2.943
C -4.392 -2.854 -1.014
H -5.757 1.268 -2.572
H -5.890 0.373 -1.090
H -5.420 -0.440 -2.520
H -3.769 1.859 -3.617
H -3.292 0.219 -3.720
H -2.141 1.341 -3.102
H -4.083 3.040 -1.729
H -2.952 2.482 -0.453
H -4.629 2.346 -0.197
H -1.888 -1.608 2.205
H -3.272 -2.575 1.637
H -3.404 -1.556 3.065
H -1.508 0.732 1.754
H -2.779 0.761 3.011
H -2.957 1.808 1.601
H -5.403 -0.916 0.973
H -5.082 0.891 0.974
H -5.158 -0.128 2.407
H -0.854 -2.852 -1.331
H -2.015 -4.137 -1.056
H -1.647 -2.935 0.257
H -1.980 -1.859 -3.383
H -3.759 -1.781 -3.405
H -2.884 -3.345 -3.267
H -4.587 -3.115 0.046
H -4.480 -3.826 -1.490
H -5.247 -2.314 -1.399
C 4.239 1.910 5.016
C 3.242 0.718 4.861
C 3.626 -0.377 5.874
C 1.768 1.131 5.042
Si 3.584 -0.361 3.360
Br 2.124 3.960 -0.793
C 2.403 -1.728 2.872
C 2.108 -1.637 1.384
C 3.056 -3.125 3.184
C 1.023 -1.729 3.557
C 5.164 -0.106 2.386
C 5.382 1.365 2.054
C 6.396 -0.512 3.253
C 5.371 -0.873 1.081
H 4.099 2.405 5.962
H 4.124 2.701 4.243
H 5.276 1.623 5.078
H 3.632 -0.041 6.903
H 4.675 -0.789 5.769
H 2.866 -1.177 5.872
H 1.620 1.528 6.086
H 1.113 0.291 4.931
H 1.430 1.825 4.258
H 2.940 -1.831 0.706
H 1.690 -0.695 1.115
H 1.340 -2.330 1.115
H 3.905 -3.332 2.494
H 2.332 -3.928 3.026
H 3.413 -3.242 4.195
H 0.417 -0.845 3.338
H 0.984 -1.929 4.675
H 0.478 -2.634 3.181
H 5.662 1.977 2.928
H 4.514 1.857 1.588
H 6.207 1.471 1.372
H 6.564 0.161 4.094
H 7.216 -0.310 2.562
H 6.371 -1.559 3.543
H 4.639 -0.626 0.302
H 5.265 -1.963 1.181
H 6.356 -0.665 0.699

=====

Winner for stability: Q

=====

P.
10
Properties=species:S:1:pos:R:3 method="wB97M-V/def2-TZVPD" gap_ev=9.92 homo_ev=-9.526 smiles=O[C@@]1(S)COO1
C 0.604 -0.207 0.184
C -0.572 0.414 -0.537
O 0.891 1.197 0.692
O 0.029 1.779 -0.286
O -0.795 0.189 -1.775
S -2.055 0.237 0.570
H 0.538 -0.858 1.078
H 1.432 -0.726 -0.359
H -1.762 0.101 -1.950
H -1.350 1.060 1.343

=====

Q.
10
Properties=species:S:1:pos:R:3 method="wB97M-V/def2-TZVPD" gap_ev=9.45 homo_ev=-9.732 smiles="C=S(=O)=O.C=O"
C 1.904 0.923 0.241
C -2.172 -0.754 -0.350
O -1.415 1.749 -0.479
O -0.638 0.392 1.444
O 1.200 0.530 -0.647
S -1.157 0.467 0.106
H 2.979 1.091 0.089
H 1.517 1.120 1.249
H -2.493 -0.687 -1.373
H -1.890 -1.721 0.022

=====

Winner for stability: Q